No. 1
Below is a structure of composition C12H30N2O4Sn at a distorted geometry, with properties calculated with ωB97M-V/def2-TZVPD.

Structure (XYZ):
```
49
Properties=species:S:1:pos:R:3:forces:R:3:nbo_charge:R:1
Sn 17.336 -32.565 26.973 -0.3 0.9 -1.5 1.5863
C 19.398 -29.547 26.929 0.8 -0.1 -0.6 -0.2682
O 18.736 -30.544 26.095 0.0 0.1 0.5 -0.5956
C 17.935 -30.053 25.031 -1.0 1.0 0.3 -0.0805
C 16.616 -29.490 25.626 0.3 0.6 -2.4 -0.2721
N 15.834 -30.556 26.156 -1.2 -3.5 2.5 -0.6846
C 14.720 -30.355 27.127 1.4 3.8 -1.1 -0.2765
C 14.333 -31.422 28.049 -0.4 -0.7 1.6 -0.0958
O 15.506 -32.097 28.501 1.9 3.6 3.2 -0.6169
C 15.209 -33.040 29.536 -5.7 6.4 2.4 -0.2366
H 20.388 -29.358 26.515 0.1 -0.3 0.0 0.2196
H 19.509 -29.983 27.922 -0.1 0.2 0.0 0.1928
H 18.957 -28.551 26.961 -0.7 -0.3 0.1 0.2037
H 17.703 -30.835 24.308 0.2 -0.5 0.3 0.2040
H 18.428 -29.284 24.436 0.3 0.1 0.2 0.2274
H 16.006 -29.092 24.815 0.4 0.6 -0.3 0.2198
H 16.887 -28.637 26.249 -0.6 -0.5 0.7 0.2366
H 15.399 -31.173 25.485 0.6 0.4 -1.2 0.3832
H 13.873 -29.861 26.650 -0.5 -0.6 -0.3 0.2380
H 15.115 -29.490 27.659 -0.1 -0.2 0.9 0.2289
H 13.657 -32.216 27.732 0.0 1.5 0.2 0.2075
H 13.839 -30.978 28.914 0.1 0.3 0.1 0.2300
H 14.559 -32.469 30.199 -0.2 0.0 0.5 0.2228
H 16.142 -33.212 30.072 -3.8 4.7 4.1 0.2497
H 14.555 -33.805 29.117 0.7 -0.2 1.3 0.2243
C 14.101 -33.770 26.828 -1.6 -2.1 -2.6 -0.3243
O 15.384 -33.738 27.412 -0.2 -5.3 -3.6 -0.6649
C 15.826 -35.013 28.045 1.5 0.5 -1.3 -0.1071
C 16.901 -34.577 29.052 2.8 -3.3 -0.7 -0.3185
N 18.224 -34.101 28.531 -1.7 0.6 -0.1 -0.7441
C 19.075 -34.954 27.714 0.6 0.2 -0.3 -0.2783
C 19.601 -36.288 28.332 -0.1 0.7 0.4 -0.0666
O 19.940 -37.216 27.377 -0.1 -0.2 -1.2 -0.4935
C 18.783 -37.698 26.715 -0.2 -1.6 0.6 -0.2885
H 13.811 -32.878 26.274 0.9 -0.4 -0.5 0.2155
H 13.186 -33.937 27.396 0.5 0.1 1.7 0.2233
H 13.942 -34.637 26.187 0.8 -0.1 -0.7 0.2248
H 16.336 -35.632 27.307 -0.6 -0.3 -0.4 0.2279
H 14.924 -35.471 28.450 0.5 -0.4 0.2 0.2403
H 17.098 -35.379 29.763 -0.3 -0.3 0.0 0.2396
H 16.378 -33.769 29.563 4.8 -5.7 -3.7 0.1746
H 18.650 -33.399 29.118 0.4 -0.7 0.6 0.4101
H 19.933 -34.369 27.382 0.3 0.1 0.3 0.2344
H 18.546 -35.025 26.764 -0.2 -1.0 -0.2 0.1880
H 18.905 -36.750 29.032 -0.4 0.3 0.2 0.1708
H 20.503 -36.048 28.895 0.0 0.0 0.0 0.2161
H 18.069 -38.051 27.458 -0.7 0.9 0.5 0.1729
H 18.930 -38.704 26.323 1.0 0.4 -0.8 0.2354
H 18.352 -37.026 25.973 0.1 0.0 0.0 0.1645
```
Forces are in eV/Å.

Results
Relative energy (zero: lowest compared OMol25 entry of this formula, charge and spin) in eV: 8.803
Charge: +2

---

No. 2
Below is a structure of composition C12H31B3BeBrCaCl2F7IMgNO12P2S at a distorted geometry, with properties calculated with ωB97M-V/def2-TZVPD.

Structure (XYZ):
```
76
Properties=species:S:1:pos:R:3:forces:R:3:mulliken_charge:R:1
C 3.961 -1.288 3.532 0.1 -0.2 -0.2 -1.1049
C 4.332 -0.985 2.087 -0.8 -0.1 -0.1 -0.3177
C 3.036 -0.953 1.261 0.3 0.1 0.1 -0.5604
I 3.320 -1.737 -0.737 -0.1 0.0 0.1 -0.1005
B 2.357 0.434 1.198 0.9 0.9 -0.7 0.1170
O 2.430 1.394 2.178 -0.3 -1.1 0.4 0.0316
B 1.150 1.752 2.565 0.7 1.5 0.6 0.6806
C 0.714 1.750 4.029 -0.3 -0.4 -0.1 -0.5680
O 0.230 2.078 1.529 -0.5 -0.3 0.5 -0.5465
B 0.260 1.031 0.634 -0.2 0.0 -0.7 -0.7869
C -1.015 0.188 0.286 0.6 -0.3 0.7 -0.0691
C -1.839 -0.015 1.579 -0.1 0.1 -0.3 -0.9328
C -1.457 -1.209 2.441 -0.5 -0.6 -1.1 0.0314
S -2.756 -1.507 3.589 1.3 0.3 1.7 1.4861
O -2.919 -0.290 4.310 -0.6 1.3 0.0 -0.7150
O -2.492 -2.631 4.401 0.2 -1.3 0.0 -0.6418
O -4.063 -1.774 2.766 -0.4 0.1 -1.1 -0.4658
O 1.538 0.824 0.113 -0.8 -1.2 -0.5 0.4087
H 2.973 -0.924 3.769 -0.2 0.4 0.3 0.1464
H 3.910 -2.361 3.649 -0.1 -0.4 0.2 0.4182
H 4.678 -0.882 4.225 0.1 0.2 0.3 0.2886
H 4.912 -1.801 1.692 0.6 -0.1 -0.1 0.5447
H 4.856 -0.044 2.001 0.3 0.2 -0.1 0.2619
H 2.339 -1.634 1.760 -0.3 -0.4 -0.3 0.5298
H 0.262 2.678 4.345 0.0 0.3 0.1 0.3932
H 1.527 1.434 4.657 0.4 0.2 0.4 0.0382
H -0.058 0.982 4.105 -0.4 -0.1 0.1 0.3630
H -0.691 -0.778 -0.082 0.1 -0.3 -0.3 -0.2047
H -1.620 0.637 -0.495 -0.2 0.3 -0.2 0.3142
H -1.754 0.857 2.208 -0.3 0.4 0.1 0.2041
H -2.881 -0.110 1.308 -0.4 0.1 -0.2 1.0774
H -1.237 -2.149 1.854 -1.0 1.9 1.2 -0.6431
H -0.602 -1.015 3.068 0.4 -0.2 0.3 0.3328
H -3.852 -1.906 1.827 -0.2 -0.4 0.1 0.3434
C -1.886 -2.077 -3.352 -0.3 -0.3 -0.1 0.3397
Cl -0.508 -2.881 -2.517 0.5 -0.1 -0.5 -0.1129
Cl -3.177 -1.944 -2.217 -0.4 0.5 -0.2 0.0003
H -1.549 -1.116 -3.721 0.3 0.0 0.2 -0.5014
H -2.209 -2.708 -4.172 0.2 -0.1 0.0 0.4109
C 0.044 3.826 -6.044 0.2 0.0 -0.2 -1.4150
C -0.727 2.646 -6.613 0.0 0.5 0.3 0.1546
C -1.394 1.766 -5.558 0.0 -0.5 -0.3 -0.7218
O -0.418 0.968 -4.922 -0.1 0.1 0.3 -0.3941
C 0.048 1.462 -3.646 0.2 -0.3 -0.1 -0.8583
N 0.242 1.744 -7.339 0.0 -0.3 -0.1 -0.2677
H 0.933 3.508 -5.496 -0.1 0.0 0.1 0.3858
H 0.373 4.495 -6.841 0.0 0.0 0.0 0.4079
H -0.586 4.400 -5.369 0.0 0.0 0.0 0.3699
H -1.457 2.999 -7.340 0.0 -0.1 0.0 0.3776
H -2.085 1.074 -6.051 0.0 0.0 0.0 0.3401
H -1.978 2.362 -4.858 0.1 0.1 0.0 0.4722
H -0.719 2.050 -3.142 -0.1 0.0 -0.1 0.3177
H 0.949 2.063 -3.776 0.0 0.1 0.1 0.3847
H 0.302 0.603 -3.025 0.0 0.0 0.0 0.3409
H 0.914 2.257 -7.908 0.0 0.1 0.0 0.3550
H -0.238 1.063 -7.930 0.0 0.0 -0.1 0.3557
H 0.741 1.203 -6.617 -0.1 0.0 0.1 0.3480
F 0.659 -3.033 2.860 0.5 0.8 0.7 -0.7886
Be -0.912 -4.555 -0.885 -1.1 1.3 2.5 0.0853
O 0.475 5.294 2.381 0.1 -0.3 -0.6 -0.7271
H 0.488 4.331 2.284 -0.1 0.0 0.2 0.2449
F -5.786 -6.084 -0.322 0.6 0.0 -0.1 -0.3161
P -4.422 -5.176 -0.514 -2.2 0.3 -0.1 0.9435
F -4.524 -5.165 1.122 0.3 0.1 -0.7 -0.2788
F -3.876 -3.579 -0.294 0.2 -0.6 0.1 -0.3353
F -4.092 -6.232 -1.756 0.3 0.6 0.3 -0.3270
F -2.789 -5.508 -0.240 1.7 -0.1 -0.2 -0.2977
F -5.307 -4.360 -1.658 0.1 -0.2 0.4 -0.3142
O 5.370 2.628 4.777 -0.1 0.0 0.0 -0.5591
P 4.313 2.432 5.839 1.2 0.0 -1.0 0.8178
O 3.124 3.373 5.604 -0.5 0.1 0.9 -0.4402
O 4.887 2.740 7.292 -0.7 0.1 0.8 -0.8445
O 3.781 1.003 5.882 -0.6 0.0 0.9 -0.4280
Mg 0.578 3.182 -0.868 0.3 0.8 0.8 0.2482
Ca 3.157 2.431 8.336 0.6 -0.1 -1.7 1.4112
Br -0.286 -3.532 0.959 0.9 -3.5 -3.4 0.4617
```
Forces are in eV/Å.

---

No. 3
Below is a cluster of 3 separate species, C12H31BN2O3 in total at a distorted geometry, with properties calculated with ωB97M-V/def2-TZVPD.

Structure (XYZ):
```
49
Properties=species:S:1:pos:R:3:forces:R:3:nbo_charge:R:1
C 1.177 -2.964 -0.160 -0.1 0.0 0.0 -0.2477
O 0.631 -4.160 -0.684 0.1 0.0 0.0 -0.5496
C 1.118 -4.549 -1.952 -0.1 0.0 -0.1 -0.0718
C 2.442 -5.321 -1.930 0.1 0.1 0.1 -0.0805
C 3.663 -4.439 -1.684 0.0 0.0 -0.1 -0.6132
N 2.442 -6.411 -0.953 -0.1 0.0 0.0 -0.8245
H 1.380 -2.240 -0.957 0.0 0.0 0.0 0.1618
H 2.098 -3.143 0.400 0.0 0.0 0.0 0.1637
H 0.438 -2.535 0.515 0.0 0.0 0.0 0.2010
H 0.346 -5.204 -2.366 0.0 0.0 0.0 0.1838
H 1.187 -3.670 -2.610 0.1 0.0 0.0 0.1585
H 2.553 -5.770 -2.922 0.0 0.0 0.0 0.1862
H 3.742 -4.150 -0.636 0.0 0.0 0.0 0.2024
H 4.572 -4.983 -1.940 0.0 0.0 0.0 0.2202
H 3.626 -3.531 -2.290 0.0 0.0 0.0 0.2018
H 1.701 -7.068 -1.176 0.1 0.0 0.0 0.3522
H 2.178 -6.025 -0.051 0.1 0.0 0.0 0.3557
C -2.321 5.549 1.504 0.0 0.0 -0.1 -0.2468
O -1.238 4.645 1.408 0.0 0.0 0.0 -0.5511
C -0.204 4.824 2.355 0.2 -0.1 0.0 -0.0715
C -0.464 4.178 3.721 -0.2 0.0 0.0 -0.0811
C -1.449 4.953 4.590 0.0 0.0 0.1 -0.6136
N -0.920 2.791 3.613 0.1 0.0 -0.1 -0.8238
H -1.983 6.542 1.817 0.0 0.0 0.0 0.1679
H -3.089 5.198 2.198 0.0 0.0 0.0 0.1665
H -2.769 5.625 0.514 0.0 0.0 0.0 0.1894
H 0.674 4.342 1.915 0.0 0.0 0.0 0.1805
H 0.030 5.892 2.463 0.0 0.0 0.0 0.1633
H 0.499 4.166 4.242 0.0 0.0 0.0 0.1873
H -2.476 4.806 4.258 0.0 0.0 0.0 0.2015
H -1.389 4.605 5.621 0.0 0.0 0.0 0.2216
H -1.233 6.023 4.579 0.0 0.0 0.0 0.2023
H -0.218 2.232 3.136 0.0 0.0 0.1 0.3542
H -1.726 2.769 2.994 0.0 0.0 0.1 0.3553
C -2.064 -2.117 -2.573 0.2 0.1 -0.1 -1.0199
B -1.766 -0.590 -2.565 -0.3 0.0 -0.2 0.7105
C -0.312 -0.008 -2.764 0.1 -0.5 0.6 -0.8014
C 0.125 0.600 -1.453 -0.4 0.6 -0.6 0.0863
C -0.753 1.517 -0.700 1.1 -0.2 -0.7 -0.1268
O -0.533 0.172 -0.268 0.2 -0.1 0.4 -0.5034
H -2.949 -2.355 -3.169 0.0 0.0 0.0 0.2452
H -1.204 -2.698 -2.910 -0.1 -0.2 0.1 0.2180
H -2.315 -2.421 -1.549 0.1 0.0 0.0 0.2676
H -2.687 0.164 -2.420 0.1 0.0 0.1 -0.1001
H -0.243 0.776 -3.523 0.0 -0.1 -0.1 0.2457
H 0.384 -0.821 -2.989 0.0 0.1 -0.3 0.2117
H 1.194 0.802 -1.358 -0.1 -0.2 0.2 0.1786
H -1.752 1.723 -1.056 0.0 0.2 0.1 0.1978
H -0.141 2.281 -0.234 -0.7 0.2 0.7 0.1881
```
Forces are in eV/Å.

Results
SMILES string: COC[C@@H](C)N.COC[C@@H](C)N.CBC[C@H]1CO1

---

No. 4
Below is a cluster of 6 separate species, C12H31INO5S in total at a distorted geometry, with properties calculated with ωB97M-V/def2-TZVPD.

Structure (XYZ):
```
51
Properties=species:S:1:pos:R:3:forces:R:3:nbo_charge:R:1
S -0.023 0.753 -0.317 0.9 0.0 -1.6 -0.2200
C 0.747 1.068 -1.740 -0.8 -0.1 -0.8 0.2742
N 1.121 1.533 -2.808 -0.7 -0.1 3.0 -0.4936
C 1.742 2.887 -2.640 0.1 0.8 -0.8 -0.5831
I 3.614 2.591 -1.544 0.1 0.2 -0.2 -0.0962
H 2.035 3.307 -3.628 0.2 -0.9 0.4 0.1477
C -1.978 -3.037 -1.036 -0.1 0.0 -0.1 -0.6504
C -0.487 -3.267 -0.888 -0.2 0.4 0.0 -0.0639
O 0.160 -3.223 -2.162 0.1 -0.1 -0.1 -0.7447
H -2.419 -3.792 -1.691 0.0 -0.1 0.0 0.1962
H -2.476 -3.077 -0.066 0.1 0.0 -0.1 0.2381
H -2.174 -2.062 -1.492 0.1 0.0 0.1 0.2032
H -0.292 -4.247 -0.453 0.1 0.0 -0.2 0.1728
H -0.041 -2.506 -0.241 -0.1 -0.1 0.1 0.1830
H -0.004 -2.352 -2.541 0.0 0.1 0.1 0.4758
C 3.977 -1.802 -2.353 0.1 0.0 -0.1 -0.6339
C 3.916 -3.286 -2.654 -0.4 0.2 0.2 -0.0581
O 2.924 -3.905 -1.846 0.2 -0.2 -0.1 -0.7502
H 4.201 -1.633 -1.299 0.0 0.0 0.0 0.2138
H 4.737 -1.304 -2.959 -0.1 0.1 0.0 0.2064
H 3.010 -1.334 -2.552 0.1 0.1 -0.1 0.2103
H 4.872 -3.768 -2.438 -0.1 -0.1 0.0 0.1594
H 3.676 -3.457 -3.711 0.2 0.0 -0.1 0.1426
H 2.082 -3.467 -2.051 -0.1 -0.2 0.2 0.4892
C -5.722 -1.855 2.187 0.0 0.1 0.0 -0.6323
C -4.899 -2.633 1.178 -0.1 -0.1 0.4 -0.0644
O -3.684 -3.090 1.764 0.0 0.1 -0.1 -0.7193
H -5.157 -1.000 2.561 0.0 0.0 -0.1 0.2182
H -6.651 -1.494 1.740 0.0 0.0 0.0 0.2093
H -5.969 -2.480 3.049 -0.1 0.0 -0.1 0.1919
H -4.638 -2.000 0.330 0.1 -0.1 0.0 0.1879
H -5.459 -3.497 0.804 -0.1 0.1 -0.1 0.1523
H -3.914 -3.656 2.506 0.0 0.0 0.0 0.4611
C -1.615 5.249 -0.176 0.0 0.1 0.1 -0.6325
C -0.126 5.054 -0.404 -0.2 -0.3 -0.1 -0.0770
O 0.420 4.173 0.566 -0.1 0.1 0.4 -0.7409
H -1.802 5.652 0.823 0.0 0.0 0.0 0.1938
H -2.040 5.932 -0.916 0.0 0.0 0.0 0.1967
H -2.142 4.293 -0.239 0.0 0.0 -0.1 0.1992
H 0.400 6.006 -0.319 0.1 -0.1 0.1 0.1590
H 0.066 4.640 -1.400 0.1 0.1 0.0 0.2059
H -0.042 3.325 0.472 0.4 0.0 -0.2 0.4731
C 1.632 1.177 3.367 0.0 -0.2 0.0 -0.6363
C 2.813 2.070 3.698 -0.4 0.3 -0.2 -0.0549
O 3.024 3.022 2.668 0.3 0.0 0.2 -0.7135
H 1.799 0.659 2.422 0.0 0.0 0.0 0.2327
H 1.469 0.434 4.153 0.0 0.0 0.0 0.1938
H 0.721 1.770 3.251 0.0 0.0 0.1 0.1984
H 3.725 1.478 3.792 0.0 0.1 -0.1 0.1677
H 2.646 2.600 4.645 0.0 -0.2 0.1 0.1376
H 2.224 3.552 2.585 0.0 0.0 -0.3 0.4738
```
Forces are in eV/Å.

Results
Charge: -1

---

Summary of E in a.u.
-1099.018229, -7972.535141, -835.786949, -1602.572599
(order as listed above)